1.
Density functional theory data (ωB97M-V/def2-TZVPD) for a structure of composition C8H5BBr2Cl5NRh.

Atoms and positions in Å:
Rh (0.1172, 0.0394, 0.1028)
Br (-0.2116, -0.3926, 2.8569)
C (-1.3002, -1.9144, 2.3658)
Br (-1.3696, -2.0474, 0.4208)
H (-2.3068, -1.7686, 2.7351)
H (-0.8418, -2.8163, 2.7509)
Cl (-0.2118, 0.3783, -2.5408)
C (-1.1390, 1.6569, -1.8337)
C (-1.1417, 1.6771, -0.4586)
C (-1.8973, 2.7051, 0.1560)
Cl (-1.9384, 2.7853, 1.8439)
C (-2.6071, 3.6772, -0.5945)
Cl (-3.4944, 4.9062, 0.1857)
C (-2.5689, 3.6245, -1.9743)
Cl (-3.3924, 4.7778, -2.9049)
C (-1.8263, 2.5910, -2.6224)
Cl (-1.7791, 2.4992, -4.3044)
B (4.8170, 0.0215, -0.0382)
C (3.2946, 0.0040, 0.0202)
N (2.1302, -0.0273, 0.0444)
H (5.1708, -1.0479, -0.4736)
H (5.1398, 1.0289, -0.6113)
H (5.3182, 0.0508, 1.0618)

## Properties
Multiplicity   5
Frontier orbital gap (spin up / spin down)   6.93 / 3.04 eV
HOMO energy (spin up / spin down)   -11.4 / -11.3 eV
Calculated total energy   -7946.54436 hartree
Charge   +1
<S²>   6.03
Relative energy (zero: lowest compared OMol25 entry of this formula, charge and spin)   1.116 eV



2.
Density functional theory data (ωB97M-V/def2-TZVPD) for a structure of composition C8H5GaN2O5.

Atoms and positions in Å:
Ga (0.0630, 1.0778, -1.5438)
O (-3.4878, -0.7589, 0.1652)
C (-2.4414, -0.1783, -0.3362)
O (-2.3576, 0.6413, -1.2791)
C (-1.1673, -0.5610, 0.4187)
C (-1.1866, -1.4550, 1.5009)
C (0.0143, -1.7287, 2.1316)
C (1.2266, -1.0837, 1.7198)
C (1.2298, -0.3379, 0.5493)
N (0.0069, -0.0802, -0.1101)
C (2.3878, 0.1925, -0.1287)
O (3.6240, -0.1483, 0.2652)
O (2.2467, 0.9302, -1.1787)
H (-4.2896, -0.6427, -0.3735)
H (-2.1255, -1.8478, 1.8560)
H (0.0054, -2.3780, 3.0015)
H (2.0764, -1.1742, 2.3861)
H (3.5219, -0.6482, 1.0882)
O (0.7536, 4.1989, -4.0570)
C (0.1745, 3.4061, -3.4096)
N (-0.2749, 2.5763, -2.6658)

## Properties
Frontier orbital gap   6.99 eV
HOMO energy   -17.5 eV
Calculated total energy   -2717.75607 hartree
Charge   +2
Relative energy (zero: lowest compared OMol25 entry of this formula, charge and spin)   0.000 eV



Which formula does entry 1 have? C8H5BBr2Cl5NRh



Please write out number 2 again, unchanged.
Density functional theory data (ωB97M-V/def2-TZVPD) for a structure of composition C8H5GaN2O5.

Atoms and positions in Å:
Ga (0.0630, 1.0778, -1.5438)
O (-3.4878, -0.7589, 0.1652)
C (-2.4414, -0.1783, -0.3362)
O (-2.3576, 0.6413, -1.2791)
C (-1.1673, -0.5610, 0.4187)
C (-1.1866, -1.4550, 1.5009)
C (0.0143, -1.7287, 2.1316)
C (1.2266, -1.0837, 1.7198)
C (1.2298, -0.3379, 0.5493)
N (0.0069, -0.0802, -0.1101)
C (2.3878, 0.1925, -0.1287)
O (3.6240, -0.1483, 0.2652)
O (2.2467, 0.9302, -1.1787)
H (-4.2896, -0.6427, -0.3735)
H (-2.1255, -1.8478, 1.8560)
H (0.0054, -2.3780, 3.0015)
H (2.0764, -1.1742, 2.3861)
H (3.5219, -0.6482, 1.0882)
O (0.7536, 4.1989, -4.0570)
C (0.1745, 3.4061, -3.4096)
N (-0.2749, 2.5763, -2.6658)

## Properties
Frontier orbital gap   6.99 eV
HOMO energy   -17.5 eV
Calculated total energy   -2717.75607 hartree
Charge   +2
Relative energy (zero: lowest compared OMol25 entry of this formula, charge and spin)   0.000 eV



Among the records above, which one has the highest relative energy (zero: lowest compared OMol25 entry of this formula, charge and spin)? C8H5BBr2Cl5NRh